ORCA calculation (ωB97M-V with the def2-TZVPD basis set) on one molecule with the formula C2H7N3S in a non-equilibrium geometry.

Computed properties:
F_max, eV/A: 3.83
Energy relative to the best compared isomer or geometry (same formula, charge and spin), eV: 0.985
E_LUMO, Eh: 0.03101
HOMO, eV: -9.191
HOMO-LUMO gap, eV: 10.03
SMILES: [H]/N=C(\CS)NN

Each line ends with the natural charge from an NBO analysis.
Positions of all 13 atoms, in Å:
S: -0.8632 1.5894 2.0205  -0.04
N: 0.0507 -0.6985 -1.2043  -0.46
N: 1.4362 -0.6326 -1.2557  -0.66
N: -1.7192 -0.7449 0.1689  -0.70
C: -0.6510 -0.2339 -0.1555  0.42
C: 0.0298 0.9654 0.5567  -0.60
H: 1.7353 -0.3512 -2.1798  0.36
H: 0.0703 1.8253 -0.1086  0.24
H: 1.8854 -1.4903 -0.9539  0.35
H: -0.4371 -1.4854 -1.6629  0.37
H: 1.0470 0.7853 0.9259  0.25
H: -2.0989 -0.1796 0.9323  0.35
H: -0.4852 0.6510 2.9166  0.13

ORCA calculation (ωB97M-V with the def2-TZVPD basis set) on C13H25O7Rb as an isolated structure in a non-equilibrium geometry.

Computed properties:
F_max, eV/A: 3.81
Energy relative to the best compared isomer or geometry (same formula, charge and spin), eV: 0.805
E_LUMO, Eh: -0.05065
HOMO, eV: -8.609
HOMO-LUMO gap, eV: 7.23

Each line ends with the Mulliken charge.
Positions of all 46 atoms, in Å:
Rb: -5.1746 0.1764 -1.5930  0.99
O: -1.0242 2.4163 0.1491  -0.73
O: -0.6369 0.5028 -0.6469  -0.22
O: -2.6861 1.3688 -0.8383  -0.70
O: -3.2905 -3.9330 1.9111  -0.61
O: -0.2201 -1.2151 -5.6948  -0.57
O: 4.5244 2.0239 0.0240  -0.57
O: 0.5656 1.7553 5.1172  -0.59
C: -1.4997 1.4699 -0.4575  0.58
C: 0.3338 -2.1006 -3.4787  -0.63
C: 4.0602 1.1871 -0.7370  0.60
C: -1.2247 0.9164 3.7777  -0.59
C: -0.1539 -1.0424 -4.5126  0.65
C: -2.5943 -1.8980 0.8557  -0.26
C: -0.1838 1.9481 4.1662  0.58
C: -0.1583 3.2658 3.3590  -0.80
C: 4.8702 0.4678 -1.7714  -1.11
C: -0.5604 0.2744 -3.8945  -0.42
C: 2.5886 1.0254 -0.9163  -0.56
C: -2.3972 -3.0749 1.7965  0.60
C: -1.1169 -3.1957 2.5863  -1.03
H: 0.1137 -3.0831 -3.8964  0.35
H: -1.2961 -2.7859 3.5803  0.24
H: -1.6965 1.1785 2.8307  0.10
H: -3.6006 -2.0891 0.4828  0.15
H: -0.0906 4.1003 4.0569  0.35
H: 1.3659 -1.8291 -3.2573  0.20
H: 5.2006 -0.4995 -1.3928  0.27
H: 0.1854 0.4983 -3.1318  -0.12
H: -0.6583 1.0119 -4.6912  0.37
H: -1.9643 -1.9926 -0.0288  0.04
H: -0.8828 -4.2537 2.7050  0.37
H: -0.0257 1.0286 -0.1257  0.14
H: -0.1696 -1.9970 -2.5174  0.02
H: -1.5100 0.3033 -3.3601  0.16
H: 2.1741 1.6971 -0.1647  0.17
H: -0.7621 -0.0629 3.6553  0.11
H: 2.2839 1.2614 -1.9359  0.20
H: 5.7524 1.0677 -1.9946  0.35
H: -0.2639 -2.7193 2.1030  0.28
H: 0.6861 3.2619 2.6697  0.17
H: -1.1125 3.2712 2.8323  0.29
H: 2.3354 -0.0097 -0.6870  0.30
H: -2.0178 0.8188 4.5191  0.38
H: -2.4075 -0.9062 1.2674  0.18
H: 4.3399 0.3903 -2.7206  0.32

ORCA calculation (ωB97M-V with the def2-TZVPD basis set) on one molecule with the formula C5H9ClFN in a non-equilibrium geometry.

Computed properties:
F_max, eV/A: 5.82
Energy relative to the best compared isomer or geometry (same formula, charge and spin), eV: 5.318
E_LUMO, Eh: 0.02728
HOMO, eV: -9.401
HOMO-LUMO gap, eV: 10.14
SMILES: NC[C@@]1(Cl)C[C@H]1CF

Each line ends with the natural charge from an NBO analysis.
Positions of all 17 atoms, in Å:
Cl: 2.7107 -0.6314 -0.2528  -0.14
F: -1.9842 -0.1818 -0.1326  -0.39
N: -0.2507 2.0918 0.0910  -0.89
C: -1.3280 -1.2822 -0.7069  0.04
C: 0.1331 -0.7904 1.3197  -0.47
C: 0.9820 1.4208 -0.3522  -0.27
C: -0.0349 -1.2741 -0.1282  -0.35
C: 0.9258 -0.0586 0.1572  0.07
H: -0.9325 -0.2273 1.3609  0.29
H: 1.8628 1.7439 0.4795  0.21
H: -1.0406 1.8431 -0.5806  0.39
H: 1.5017 1.4738 -1.4234  0.22
H: 0.6140 -1.6413 1.9460  0.26
H: -0.0033 3.2482 0.4878  0.40
H: 0.4672 -2.3183 -0.1823  0.24
H: -1.6386 -1.3151 -1.9451  0.20
H: -1.9845 -2.1011 -0.1380  0.18

ORCA calculation (ωB97M-V with the def2-TZVPD basis set) on C38H58BaN5O3PSeSi as an isolated structure in a non-equilibrium geometry.

Computed properties:
F_max, eV/A: 1.22
Energy relative to the best compared isomer or geometry (same formula, charge and spin), eV: 0.302
E_LUMO, Eh: 0.00569
HOMO, eV: -5.704
HOMO-LUMO gap, eV: 5.86

Each line ends with the Mulliken charge.
Positions of all 108 atoms, in Å:
Ba: -0.6480 -0.1719 -0.3826  2.16
Se: 1.7279 -1.9406 1.0712  0.33
P: -4.0144 -2.4678 -0.1891  0.20
Si: 2.0365 -4.0314 -0.0231  0.52
O: 0.4451 2.2212 0.0739  -0.89
O: -0.5290 0.7554 2.1751  -0.19
O: -2.4125 1.9126 0.5563  -0.63
N: -2.7685 -1.5667 -0.3079  -0.72
N: 1.9803 -0.9486 -0.4319  -0.59
N: -3.7566 2.4993 2.2782  0.21
N: 2.4509 2.5426 1.0853  0.16
N: 3.2215 -1.4766 1.9021  -0.89
C: -3.4512 -2.4948 2.5532  -2.04
C: -4.8625 -5.1870 -0.9266  -2.00
C: 3.7604 -4.1945 -2.2736  -0.48
C: 1.4164 -7.4363 3.1031  -0.43
C: -5.3226 -1.0901 1.8674  -2.10
C: 4.0766 -0.1070 -1.4136  -1.23
C: -2.7239 -4.2860 -1.8667  -1.89
C: 5.3408 -0.6025 1.0270  -0.54
C: 6.0789 -3.8760 -0.7802  -0.70
C: -5.4186 -1.8573 -1.3307  2.20
C: -4.0461 2.5188 3.7022  -1.07
C: 4.9937 -4.1653 -2.9088  -0.60
C: 1.8151 -5.3940 1.2310  0.59
C: 0.5796 -6.3281 3.0950  -0.77
C: 3.0643 3.0756 -0.1257  -0.89
C: 6.0536 -0.0298 -0.0317  -0.62
C: -3.6576 -4.2836 -0.6451  2.52
C: -6.8368 -2.3713 -1.0687  -1.81
C: 1.1901 2.0992 1.0509  0.80
C: -2.6443 1.9419 1.7554  0.97
C: 0.7813 -5.3166 2.1690  -0.26
C: 3.3595 2.2790 2.1983  -0.90
C: 0.6960 1.4494 2.3506  -0.96
C: -5.6495 -3.5531 2.0325  -1.94
C: 3.6720 -4.0693 -0.8873  0.45
C: -4.7421 3.0974 1.3917  -1.12
C: -5.0396 -2.2157 -2.7761  -1.98
C: 3.3537 -0.6656 -0.3731  0.78
C: -2.8409 -4.9173 0.4891  -2.21
C: -5.4247 -0.3199 -1.2895  -1.87
C: 4.8482 -3.9126 -0.1461  -0.10
C: 2.6510 -6.5119 1.2604  -0.26
C: 6.1505 -4.0035 -2.1615  -0.43
C: 4.0057 -0.9406 0.8707  0.59
C: 5.4310 0.2075 -1.2429  -0.76
C: -1.7068 1.2614 2.7634  -1.23
C: 2.4544 -7.5269 2.1867  -0.67
C: -4.6670 -2.4561 1.6134  2.62
H: 3.5982 3.9936 0.1216  0.35
H: -7.4982 -2.0001 -1.8593  0.50
H: -4.3991 2.9991 0.3674  0.30
H: 5.9910 0.6256 -2.0704  0.43
H: 3.4673 -6.5861 0.5503  0.39
H: -5.1196 2.6424 3.8304  0.36
H: -2.2693 -5.2770 -1.9615  0.56
H: 3.7670 1.2677 2.1457  0.28
H: -6.5394 -3.5870 1.4075  0.26
H: 2.8561 -4.3049 -2.8618  0.34
H: 1.4312 0.7127 2.6849  0.53
H: -4.0138 -1.9182 -2.9953  0.29
H: -3.2412 -4.0720 -2.7985  0.30
H: 1.2612 -8.2267 3.8266  0.36
H: 3.7646 2.3472 -0.5378  0.28
H: -5.9800 -3.3644 3.0603  0.51
H: 2.8684 2.4304 3.1578  0.36
H: -5.4147 -4.8845 -1.8141  0.32
H: 6.9828 -3.7323 -0.2024  0.38
H: -1.4764 1.9076 3.6134  0.49
H: -5.6991 2.5833 1.5011  0.37
H: 7.1125 -3.9680 -2.6573  0.38
H: 7.1027 0.2075 0.0958  0.43
H: -2.0007 -4.2794 0.7673  0.16
H: -5.4832 -0.9766 2.9456  0.71
H: 4.1793 2.9912 2.1342  0.31
H: -4.8765 4.1543 1.6293  0.37
H: 0.6124 2.2126 3.1297  0.53
H: -3.7628 -2.1600 3.5490  0.61
H: -3.7713 1.5815 4.1824  0.40
H: -5.1929 -4.5419 2.0218  0.34
H: -2.4358 -5.8712 0.1386  0.71
H: 0.1182 -4.4574 2.1817  0.11
H: 3.1101 -8.3882 2.1938  0.39
H: -0.2280 -6.2526 3.8124  0.41
H: -4.5037 -6.2066 -1.1039  0.52
H: 5.0522 -4.2598 -3.9857  0.40
H: 0.9221 -3.9898 -1.0023  -0.22
H: -4.4046 0.0615 -1.3416  0.27
H: -5.5611 -5.2302 -0.0917  0.27
H: 5.8235 -0.8111 1.9751  0.46
H: -2.6689 -1.8323 2.1757  0.13
H: -5.9921 0.0519 -2.1488  0.56
H: -5.7051 -1.6738 -3.4550  0.64
H: -5.1511 -3.2750 -2.9928  0.30
H: 3.5853 0.0775 -2.3622  0.45
H: -1.9327 -3.5469 -1.7340  0.25
H: 2.2898 3.2908 -0.8539  0.22
H: -5.8915 0.0818 -0.3937  0.29
H: -3.0260 -3.4882 2.6653  0.27
H: -2.2467 0.3908 3.1497  0.20
H: -6.2924 -0.9914 1.3867  0.21
H: -6.9031 -3.4587 -1.0745  0.24
H: -3.5460 3.3449 4.2149  0.30
H: -7.2402 -2.0119 -0.1238  0.29
H: -4.6772 -0.2801 1.5186  0.22
H: 4.7942 -3.7858 0.9311  0.39
H: -3.4363 -5.1251 1.3762  0.21

ORCA calculation (ωB97M-V with the def2-TZVPD basis set) on a 2-piece molecular cluster, C5H5BrFNO overall in a non-equilibrium geometry.

Computed properties:
F_max, eV/A: 4.13
Energy relative to the best compared isomer or geometry (same formula, charge and spin), eV: 1.268
E_LUMO, Eh: 0.02635
HOMO, eV: -8.367
HOMO-LUMO gap, eV: 9.08

Each line ends with the natural charge from an NBO analysis.
Positions of all 14 atoms, in Å:
Br: -1.0490 -0.2512 3.9885  0.07
F: -0.5383 1.3941 -2.2763  -0.32
O: 1.2824 0.5917 0.7993  -0.43
N: -0.3098 -0.8301 -2.6109  -0.82
C: -0.2271 0.0535 2.3230  -0.18
C: 1.0461 0.4969 2.1226  0.03
C: 0.1662 0.2106 0.1710  0.17
C: 0.2124 0.3088 -2.0670  0.50
C: -0.8151 -0.1372 1.0412  -0.43
H: 1.8296 0.7620 2.8030  0.21
H: -1.2957 -0.9614 -2.4497  0.40
H: 1.2692 0.5048 -2.2001  0.18
H: -1.8083 -0.4753 0.8337  0.23
H: 0.2375 -1.6673 -2.4782  0.40

ORCA calculation (ωB97M-V with the def2-TZVPD basis set) on one molecule with the formula C9H7Cl2F13Si in a non-equilibrium geometry.

Computed properties:
F_max, eV/A: 5.45
E_LUMO, Eh: 0.02134
HOMO, eV: -10.712
HOMO-LUMO gap, eV: 11.29
SMILES: C[Si](Cl)(Cl)CCC(F)(F)C(F)(F)C(F)(F)C(F)(F)C(F)(F)C(F)(F)F

Each line ends with the natural charge from an NBO analysis.
Positions of all 32 atoms, in Å:
Cl: -3.9235 0.7138 1.3554  -0.40
Cl: -2.1596 3.4158 2.3068  -0.38
Si: -2.0411 1.7082 1.1033  1.55
F: 2.9391 1.0577 2.3557  -0.32
F: 3.3352 -1.4044 1.3710  -0.29
F: 3.1146 0.2593 -0.0352  -0.31
F: 0.1311 -2.1850 -3.7151  -0.27
F: -2.0315 -2.1974 -3.1730  -0.30
F: 1.8882 -2.6199 -0.0995  -0.29
F: 1.6582 -1.1048 -2.2343  -0.30
F: 0.5076 0.4966 -1.0692  -0.29
F: -0.5702 -2.7729 -0.9233  -0.29
F: 1.3976 -0.5011 2.9673  -0.32
F: -1.5294 -0.8514 -0.9545  -0.32
F: 0.4138 -1.5853 1.1022  -0.28
F: -0.8154 -0.2892 -3.4362  -0.29
C: -0.8193 -1.5631 -3.1211  0.95
C: 2.4517 -0.5724 0.8337  0.58
C: -0.5100 -1.5677 -1.5094  0.55
C: 1.3463 -1.4148 0.1864  0.58
C: -1.8599 2.0833 -0.7279  -1.17
C: 0.7025 1.1263 1.5466  -0.52
C: -0.6510 0.5069 1.7190  -0.89
C: 0.8336 -0.8048 -1.1657  0.59
C: 1.8728 0.2942 1.9840  0.65
H: 0.8187 1.3936 0.4681  0.24
H: -1.4337 1.1891 -1.2512  0.26
H: -1.3643 2.9814 -1.0134  0.25
H: 0.7304 2.0281 2.1601  0.25
H: -0.8180 0.4452 2.8086  0.25
H: -2.8563 2.2232 -1.0912  0.26
H: -0.7584 -0.4883 1.2521  0.27

- What is the F_max in the first record?
  3.83 eV/A

- The highest E_LUMO belongs to which entry?
  C2H7N3S